Record 1
{"formula": "C4H10O", "method": "ωB97M-V/def2-TZVPD", "homo_ev": -9.8891, "mol_weight_g_mol": 74.12, "max_force_ev_per_a": 0.53, "e_tot_ev": -6355.422, "smiles": "[H][H].CC=O.C=C", "de_lowest_ev": 2.380, "symbols": ["H", "H", "C", "C", "O", "H", "H", "H", "H", "C", "C", "H", "H", "H", "H"], "positions_angstrom": [[2.32531, -0.19909, 0.33931], [1.71580, 0.21496, 0.45017], [-0.39902, -1.98574, -0.01169], [-0.01641, -1.49536, -1.38134], [-0.55787, -0.58102, -1.95669], [0.49308, -2.17408, 0.59446], [-0.93088, -2.94007, -0.11717], [-1.04681, -1.25935, 0.48465], [0.80867, -2.05365, -1.87379], [-0.81071, 1.82270, 0.12646], [0.01613, 2.33552, 1.03146], [-1.77010, 1.39516, 0.40846], [-0.56962, 1.80205, -0.93219], [-0.22967, 2.34828, 2.09047], [0.97210, 2.76970, 0.74744]], "nbo_charge": [-0.013, 0.009, -0.727, 0.448, -0.527, 0.232, 0.238, 0.235, 0.103, -0.379, -0.405, 0.191, 0.210, 0.192, 0.194]}

Record 2
{"formula": "C5H11O2", "method": "ωB97M-V/def2-TZVPD", "homo_ev": [3.7095, -1.6641], "mol_weight_g_mol": 103.14, "max_force_ev_per_a": 1.72, "e_tot_ev": -9455.787, "total_charge": -2, "spin_multiplicity": 2, "de_lowest_ev": 0.290, "symbols": ["C", "C", "H", "H", "H", "H", "H", "H", "C", "C", "C", "O", "O", "H", "H", "H", "H", "H"], "positions_angstrom": [[0.67239, -0.38460, -1.90556], [2.09392, -0.27278, -2.52385], [0.11542, -1.18995, -2.38299], [0.70963, -0.41334, -0.82405], [0.13054, 0.52999, -2.16938], [2.80947, 0.10341, -1.78429], [2.10717, 0.44893, -3.35794], [2.40378, -1.24124, -2.94328], [-0.56645, 0.33528, 1.54039], [-1.94084, -0.05176, 0.98721], [-0.58760, 0.56156, 3.07571], [-0.66540, -0.48302, 3.77019], [-0.55168, 1.74955, 3.47365], [0.27274, -0.31868, 1.30868], [-0.21736, 1.26760, 1.08363], [-2.44308, -0.61719, 1.78403], [-1.84449, -0.83990, 0.22794], [-2.49814, 0.81614, 0.63987]], "nbo_charge": [-0.725, -1.298, 0.181, 0.201, 0.181, 0.181, 0.141, 0.148, -0.522, -0.617, 0.760, -0.816, -0.804, 0.202, 0.194, 0.210, 0.194, 0.191]}

Record 3
{"formula": "C5H2O", "method": "ωB97M-V/def2-TZVPD", "homo_ev": -10.7009, "mol_weight_g_mol": 78.07, "max_force_ev_per_a": 2.17, "e_tot_ev": -7260.058, "smiles": "C#CC(=O)C#C", "de_lowest_ev": 0.451, "symbols": ["C", "C", "C", "O", "C", "C", "H", "H"], "positions_angstrom": [[-1.39213, -1.82385, -0.07617], [-0.31479, -1.26234, -0.24324], [0.87495, -0.35185, -0.20672], [2.02734, -0.69893, -0.45992], [0.57394, 1.06627, 0.01801], [0.39150, 2.21160, 0.31289], [-2.37862, -2.34498, -0.04012], [0.21781, 3.20408, 0.69526]], "nbo_charge": [-0.142, -0.118, 0.449, -0.452, -0.122, -0.119, 0.260, 0.244]}

Record 4
{"formula": "C35H95HgN8O9", "method": "ωB97M-V/def2-TZVPD", "homo_ev": -10.3006, "mol_weight_g_mol": 972.78, "max_force_ev_per_a": 4.07, "e_tot_ev": -72336.020, "total_charge": 1, "de_lowest_ev": 14.278, "symbols": ["Hg", "C", "C", "C", "O", "H", "H", "H", "H", "H", "H", "H", "C", "C", "C", "O", "C", "N", "H", "H", "H", "H", "H", "H", "H", "H", "H", "H", "H", "C", "C", "C", "O", "C", "N", "H", "H", "H", "H", "H", "H", "H", "H", "H", "H", "H", "C", "C", "C", "O", "C", "N", "H", "H", "H", "H", "H", "H", "H", "H", "H", "H", "H", "C", "C", "C", "O", "C", "N", "H", "H", "H", "H", "H", "H", "H", "H", "H", "H", "H", "C", "C", "C", "O", "C", "N", "H", "H", "H", "H", "H", "H", "H", "H", "H", "H", "H", "C", "C", "C", "O", "C", "N", "H", "H", "H", "H", "H", "H", "H", "H", "H", "H", "H", "C", "C", "C", "O", "C", "N", "H", "H", "H", "H", "H", "H", "H", "H", "H", "H", "H", "C", "C", "C", "O", "C", "N", "H", "H", "H", "H", "H", "H", "H", "H", "H", "H", "H"], "positions_angstrom": [[-3.15477, -2.67965, -6.20745], [0.12791, -2.61531, 0.51736], [-0.72445, -1.69355, -0.28517], [-0.38995, -0.20539, 0.06457], [-0.74641, -2.07232, -1.64414], [0.10992, -3.64969, 0.17407], [-0.13379, -2.62810, 1.57539], [1.21142, -2.55127, 0.41731], [-1.72750, -1.77381, 0.13382], [0.55205, 0.16850, -0.33661], [-0.31132, 0.00488, 1.13121], [-1.16665, 0.45865, -0.31478], [-8.93675, -4.12928, -3.03966], [-7.60908, -4.40484, -3.79284], [-7.77143, -5.09273, -5.16786], [-6.56342, -5.34012, -5.78979], [-6.68166, -6.09797, -6.88767], [-6.93154, -3.16592, -4.09088], [-9.38246, -5.12368, -3.01506], [-9.60848, -3.54184, -3.66559], [-8.85886, -3.65703, -2.06037], [-7.05508, -5.02967, -3.09231], [-8.40617, -4.53157, -5.85363], [-8.34313, -5.99697, -4.95899], [-6.46895, -7.13419, -6.62479], [-5.81827, -6.00845, -7.54693], [-7.59166, -5.92419, -7.46196], [-7.55047, -2.43911, -4.42069], [-6.70720, -2.76151, -3.19298], [6.41300, -0.62559, 10.14842], [5.12932, 0.10055, 9.75792], [4.13934, -0.71904, 8.86334], [4.73137, -1.34300, 7.65160], [5.39148, -0.61447, 6.62176], [4.41210, 0.28372, 11.02534], [6.18189, -1.62552, 10.51563], [6.90253, -0.06083, 10.94183], [6.99832, -0.62822, 9.22892], [5.30982, 1.00839, 9.18230], [3.23409, -0.21734, 8.52142], [3.81961, -1.57394, 9.45918], [4.70774, 0.16103, 6.27652], [5.69272, -1.30179, 5.83122], [6.30065, -0.13628, 6.98623], [4.89608, 1.04928, 11.47231], [3.57135, 0.82645, 10.88863], [6.33839, 5.48428, 2.71167], [5.38028, 5.55690, 1.54898], [4.23634, 6.32992, 2.09503], [3.13790, 6.29176, 1.06670], [1.82557, 6.80204, 1.34915], [6.00159, 6.28134, 0.40553], [6.70174, 6.48961, 2.92473], [7.30881, 5.09688, 2.40134], [5.96920, 4.90931, 3.56091], [5.02621, 4.55322, 1.31368], [4.38833, 7.35581, 2.43054], [3.78548, 5.84102, 2.95863], [1.35223, 5.96727, 1.86605], [1.26875, 6.99401, 0.43198], [1.89647, 7.76003, 1.86424], [5.35749, 6.25560, -0.37201], [6.85013, 5.85490, 0.06166], [2.66148, -3.97303, -9.00061], [1.20910, -4.17043, -8.60137], [1.22577, -5.24432, -7.49609], [-0.13047, -5.48195, -7.09484], [-0.17192, -6.48245, -6.03924], [0.56202, -2.99710, -8.06211], [3.04909, -3.33556, -8.20595], [2.73741, -3.21052, -9.77580], [3.28102, -4.86210, -9.11828], [0.55970, -4.50643, -9.40975], [1.82825, -4.86872, -6.66903], [1.62404, -6.22810, -7.74440], [0.36940, -6.22216, -5.12967], [-0.03542, -7.53752, -6.27645], [-1.20130, -6.39935, -5.69057], [0.38476, -2.17104, -8.61558], [1.26576, -2.76422, -7.37609], [-4.76702, -4.37212, 6.55194], [-5.08178, -4.95178, 7.90313], [-4.24047, -4.33465, 9.06221], [-5.06399, -4.36930, 10.24806], [-4.34079, -4.15313, 11.48462], [-6.48252, -4.71138, 8.06459], [-4.86772, -3.29135, 6.45244], [-5.44366, -4.78662, 5.80464], [-3.88478, -4.79369, 6.07024], [-4.91549, -6.02552, 7.81633], [-4.03044, -3.30524, 8.77187], [-3.34868, -4.93443, 9.24408], [-4.04049, -3.11953, 11.65667], [-3.56488, -4.91261, 11.58075], [-5.15271, -4.30055, 12.19676], [-6.60260, -3.70854, 8.06606], [-6.75191, -5.08536, 8.96329], [-6.68704, 3.27225, 4.03749], [-7.73193, 2.92869, 2.90721], [-8.56736, 4.15876, 2.53997], [-9.38566, 4.63618, 3.62133], [-10.54071, 3.84426, 3.90596], [-6.94993, 2.41842, 1.76692], [-7.34750, 3.63030, 4.82722], [-5.99317, 4.04430, 3.70497], [-6.11726, 2.47234, 4.51033], [-8.43908, 2.12446, 3.11034], [-9.23048, 3.89076, 1.71746], [-7.75116, 4.77279, 2.15932], [-11.24525, 4.09626, 3.11337], [-10.88095, 4.21959, 4.87108], [-10.33570, 2.78809, 3.73110], [-6.05204, 2.81181, 1.52370], [-6.74353, 1.44339, 1.93073], [3.15041, 5.38996, -6.90854], [2.98431, 6.25167, -5.67809], [1.74359, 7.21874, -5.73407], [1.75929, 8.23995, -6.68789], [2.47845, 9.42122, -6.36787], [2.87623, 5.30359, -4.54448], [2.15961, 4.97820, -7.10056], [3.94091, 4.64031, -6.87303], [3.30212, 6.09335, -7.72727], [3.85465, 6.90753, -5.65711], [1.65945, 7.64292, -4.73352], [0.82004, 6.64272, -5.79210], [3.15632, 9.28969, -5.52449], [1.77252, 10.23861, -6.22084], [3.02124, 9.61954, -7.29208], [2.00180, 4.79925, -4.57780], [2.81447, 5.85560, -3.70093], [6.81285, -2.72575, -3.82174], [6.76667, -1.25169, -3.60575], [8.00134, -0.41396, -4.20069], [9.15042, -0.93790, -3.72628], [10.33702, -0.58524, -4.45827], [5.56055, -0.75796, -4.23536], [7.63019, -3.22545, -3.30178], [6.88718, -3.01105, -4.87112], [5.85128, -3.07120, -3.44207], [6.56620, -1.03064, -2.55739], [7.99854, 0.64706, -3.95100], [7.85403, -0.50598, -5.27676], [11.23056, -1.01357, -4.00415], [10.49952, 0.48621, -4.34124], [10.34871, -0.76006, -5.53409], [4.89338, -1.32408, -3.73088], [5.45799, 0.21540, -3.98606]], "lowdin_charge": [0.423, -0.061, -0.441, -0.012, 0.132, 0.093, 0.098, 0.103, 0.201, 0.096, 0.094, 0.085, -0.055, -0.410, -0.229, -0.188, -0.161, 0.046, 0.076, 0.077, 0.080, 0.141, 0.131, 0.126, 0.094, 0.086, 0.100, 0.081, 0.071, -0.052, -0.448, -0.139, -0.227, -0.115, 0.019, 0.089, 0.077, 0.068, 0.127, 0.113, 0.119, 0.080, 0.085, 0.069, 0.068, 0.066, -0.083, -0.452, -0.173, -0.240, -0.104, 0.056, 0.086, 0.074, 0.085, 0.137, 0.130, 0.118, 0.079, 0.076, 0.083, 0.062, 0.066, -0.055, -0.443, -0.207, -0.223, -0.101, 0.071, 0.074, 0.082, 0.091, 0.142, 0.123, 0.129, 0.083, 0.088, 0.074, 0.086, 0.073, -0.098, -0.456, -0.166, -0.232, -0.081, 0.033, 0.078, 0.073, 0.072, 0.137, 0.117, 0.118, 0.083, 0.086, 0.085, 0.078, 0.072, -0.049, -0.416, -0.195, -0.201, -0.080, 0.017, 0.067, 0.076, 0.067, 0.122, 0.120, 0.124, 0.083, 0.099, 0.077, 0.063, 0.061, -0.077, -0.430, -0.225, -0.186, -0.088, 0.032, 0.076, 0.080, 0.076, 0.131, 0.110, 0.120, 0.088, 0.085, 0.089, 0.063, 0.057, -0.068, -0.444, -0.233, -0.181, -0.078, 0.008, 0.083, 0.087, 0.072, 0.129, 0.122, 0.121, 0.087, 0.080, 0.088, 0.057, 0.072]}

Copy entry 3 word for word.
{"formula": "C5H2O", "method": "ωB97M-V/def2-TZVPD", "homo_ev": -10.7009, "mol_weight_g_mol": 78.07, "max_force_ev_per_a": 2.17, "e_tot_ev": -7260.058, "smiles": "C#CC(=O)C#C", "de_lowest_ev": 0.451, "symbols": ["C", "C", "C", "O", "C", "C", "H", "H"], "positions_angstrom": [[-1.39213, -1.82385, -0.07617], [-0.31479, -1.26234, -0.24324], [0.87495, -0.35185, -0.20672], [2.02734, -0.69893, -0.45992], [0.57394, 1.06627, 0.01801], [0.39150, 2.21160, 0.31289], [-2.37862, -2.34498, -0.04012], [0.21781, 3.20408, 0.69526]], "nbo_charge": [-0.142, -0.118, 0.449, -0.452, -0.122, -0.119, 0.260, 0.244]}